87
Properties=species:S:1:pos:R:3:forces:R:3:lowdin_charge:R:1 method="wB97M-V/def2-TZVPD" gap_ha="0.1460 / 0.1460" total_charge=-1 energy_ha=-2508.14544 e_above_lowest_kcal_mol=0.00 max_force_ev_per_a=3.34
Al 0.9595 -0.8373 1.2850 2.00 -1.25 0.12 -0.442
Cl 1.2448 -2.6674 2.7099 -0.52 -0.19 0.62 0.288
P -0.2595 0.3661 -0.3328 -0.21 0.24 0.54 1.151
C 2.5267 -0.1067 0.6969 1.58 2.45 0.90 -0.166
H 3.0631 0.7368 1.1437 0.53 -0.07 -0.42 -0.086
H 3.0428 -0.5957 -0.1384 -0.03 0.37 0.18 -0.033
C -1.7413 -0.7260 -0.5886 -0.34 0.33 -0.38 -0.408
C 0.6996 0.4050 -1.9289 -0.03 -0.13 0.11 -0.386
C -2.9548 -0.1685 -1.3489 -0.06 -0.47 0.03 -0.209
H -1.2960 -1.5466 -1.1699 -0.07 -0.01 -0.01 0.114
C -3.9935 -1.2787 -1.5744 -0.06 0.15 0.06 -0.202
H -3.4190 0.6365 -0.7647 0.03 -0.08 -0.05 0.097
H -2.6524 0.2621 -2.3072 -0.03 -0.03 0.08 0.090
C -4.4366 -1.9043 -0.2461 0.11 -0.05 -0.07 -0.210
H -4.8576 -0.8714 -2.1131 0.02 -0.08 0.04 0.102
H -3.5528 -2.0552 -2.2145 -0.03 0.07 0.07 0.114
C -3.2321 -2.4314 0.5435 -0.05 0.21 0.00 -0.189
H -4.9593 -1.1442 0.3527 0.06 -0.06 -0.06 0.110
H -5.1537 -2.7133 -0.4277 0.05 0.08 0.01 0.101
C -2.1843 -1.3325 0.7590 0.05 -0.20 -0.26 -0.216
H -3.5513 -2.8330 1.5120 0.02 0.02 -0.11 0.110
H -2.7613 -3.2565 -0.0068 -0.05 0.07 0.04 0.114
H -2.5948 -0.5461 1.4064 0.00 -0.04 -0.04 0.108
H -1.3218 -1.7739 1.2847 -0.22 0.09 -0.13 0.070
C -0.8139 2.1309 -0.0549 -0.22 -0.06 -0.30 -0.386
C 1.7180 1.5577 -1.9662 0.19 0.05 -0.16 -0.217
H 1.2658 -0.5299 -1.8293 0.03 0.16 0.17 0.082
C 2.6919 1.3609 -3.1363 -0.30 0.03 -0.02 -0.193
H 1.2125 2.5243 -2.0822 -0.02 0.00 -0.15 0.095
H 2.2713 1.5982 -1.0191 -0.20 -0.28 -0.10 0.080
C 1.9343 1.2430 -4.4652 0.07 -0.08 0.07 -0.211
H 3.4036 2.1943 -3.1732 -0.06 -0.08 -0.01 0.105
H 3.2741 0.4454 -2.9663 -0.06 0.09 0.03 0.113
C 0.9047 0.1076 -4.4135 -0.04 0.09 0.05 -0.198
H 1.4188 2.1922 -4.6727 0.03 -0.08 0.03 0.108
H 2.6384 1.0778 -5.2891 -0.08 0.00 0.02 0.100
C -0.0823 0.2899 -3.2488 0.18 0.02 0.04 -0.198
H 0.3525 0.0486 -5.3591 0.06 0.00 0.05 0.103
H 1.4268 -0.8501 -4.2850 -0.05 0.12 -0.01 0.097
H -0.6973 1.1795 -3.4295 0.02 -0.08 -0.04 0.096
H -0.7571 -0.5709 -3.2075 0.02 0.04 -0.04 0.098
C -1.7807 2.3015 1.1317 0.10 0.11 -0.12 -0.203
H 0.1291 2.6385 0.2049 -0.05 -0.10 -0.06 0.111
C -2.0170 3.7864 1.4430 -0.04 -0.09 -0.07 -0.195
H -2.7380 1.8251 0.8855 0.04 0.05 0.04 0.104
H -1.3953 1.8049 2.0220 -0.07 0.13 -0.13 0.070
C -2.5452 4.5416 0.2191 0.12 -0.05 0.01 -0.212
H -2.7154 3.8791 2.2831 0.06 0.02 -0.08 0.107
H -1.0676 4.2355 1.7678 -0.09 -0.05 -0.04 0.116
C -1.6135 4.3468 -0.9816 -0.07 -0.10 -0.04 -0.199
H -3.5450 4.1620 -0.0359 0.10 0.02 0.02 0.111
H -2.6584 5.6078 0.4473 0.00 -0.09 -0.02 0.102
C -1.3971 2.8568 -1.2867 0.07 0.16 0.24 -0.202
H -2.0212 4.8464 -1.8685 0.03 0.00 0.10 0.105
H -0.6413 4.8149 -0.7704 -0.10 -0.06 -0.01 0.115
H -2.3553 2.4026 -1.5583 0.04 0.06 0.01 0.099
H -0.7389 2.7536 -2.1504 -0.09 0.03 0.13 0.077
C 0.0701 0.2321 3.2988 0.80 1.43 0.00 -0.188
C 1.0579 1.0634 2.8102 -1.31 0.07 1.59 -0.161
H -0.9234 0.2743 2.8593 0.19 -0.15 -0.06 0.070
C 2.3429 1.2720 3.5697 0.24 -0.16 -0.12 -0.191
H 0.8110 1.8072 2.0586 0.18 -0.41 -0.24 0.089
C 2.6020 0.1563 4.5853 -0.19 0.02 -0.04 -0.200
H 3.1907 1.3759 2.8813 -0.27 -0.20 0.06 0.089
H 2.2685 2.2417 4.0883 -0.14 -0.08 -0.02 0.118
C 1.3685 -0.0287 5.4749 -0.01 0.00 -0.10 -0.198
H 2.8112 -0.7780 4.0523 -0.02 0.16 -0.01 0.084
H 3.4809 0.4028 5.1916 -0.08 -0.01 -0.05 0.105
C 0.1369 -0.4385 4.6488 0.07 -0.22 0.06 -0.230
H 1.5584 -0.7834 6.2453 -0.03 0.06 -0.06 0.103
H 1.1651 0.9173 5.9958 0.00 -0.06 -0.03 0.104
H 0.1103 -1.5246 4.5220 0.02 0.18 0.03 0.032
H -0.7829 -0.1605 5.1828 0.10 0.01 -0.04 0.109
C 0.7793 -4.7921 -0.1919 -0.10 -0.59 -0.04 -0.183
Si 1.8625 -3.3258 -0.5912 -0.08 0.69 1.05 0.212
C 3.5781 -3.5865 0.1066 0.40 -0.34 -0.03 -0.180
C 2.0154 -3.1678 -2.4437 0.05 -0.09 -0.53 -0.176
O 1.2150 -1.9898 0.0140 -1.90 -1.85 -2.04 -0.404
H 1.2288 -5.7081 -0.6270 -0.38 0.23 0.20 0.022
H -0.2296 -4.6320 -0.6233 0.40 -0.20 0.22 0.020
H 0.6967 -4.9117 0.9068 0.00 0.09 -0.59 0.007
H 4.0147 -4.5096 -0.3265 -0.01 0.33 0.22 0.020
H 4.2233 -2.7237 -0.1539 -0.30 -0.43 0.24 0.028
H 3.5279 -3.6883 1.2088 0.07 0.14 -0.59 0.013
H 1.0108 -3.0032 -2.8845 0.52 -0.05 0.03 0.029
H 2.6786 -2.3128 -2.6874 -0.34 -0.42 0.00 0.026
H 2.4544 -4.0986 -2.8576 -0.22 0.48 0.00 0.029